Entry 1:
Here is 2 unconnected molecules or ions with the total composition C4H9NO from the Open Molecules 2025 dataset. Energies are from the ωB97M-V functional and the def2-TZVPD basis.

XYZ file:
```
15
Properties=species:S:1:pos:R:3
C -0.04 1.53 -1.37
C 0.90 0.69 -0.92
C 1.64 0.83 0.38
C -0.78 -1.29 0.53
O -1.78 -0.53 0.07
N -1.32 -2.28 1.25
H -0.38 2.37 -0.77
H -1.35 0.18 -0.44
H -0.51 1.38 -2.34
H 1.17 -0.17 -1.53
H 1.66 -0.12 0.92
H 2.67 1.16 0.17
H 1.16 1.58 1.02
H -0.70 -2.94 1.68
H -2.32 -2.39 1.37
```

For the LUMO energy, the calculation gives 1.127 eV. The molar mass comes out at 87.1 g mol⁻¹. The relative energy (zero: lowest compared OMol25 entry of this formula, charge and spin) comes out at 262.4 kJ/mol. The frontier orbital gap is 0.35792 hartree. The value obtained for the max |F| is 0.8 eV Å⁻¹. As for the charge: 0.

Okay, here come the Löwdin numbers, in e, for every atom: number 1, C, carries -0.053; number 2, C, carries -0.275; number 3, C, carries -0.126; number 4, C, carries -0.225; number 5, O, carries -0.025; number 6, N, carries 0.059; number 7, H, carries 0.070; number 8, H, carries 0.025; number 9, H, carries 0.063; number 10, H, carries 0.101; number 11, H, carries 0.051; number 12, H, carries 0.075; number 13, H, carries 0.077; number 14, H, carries 0.082; number 15, H, carries 0.101



Entry 2:
Here is a molecular structure, C4H9NO in a non-equilibrium geometry from the Open Molecules 2025 dataset. Energies are from the ωB97M-V functional and the def2-TZVPD basis.

XYZ file:
```
15
Properties=species:S:1:pos:R:3
C -0.04 0.62 0.13
C -1.15 1.55 0.73
C 0.55 -0.35 1.17
C 0.46 -1.49 -1.69
N -0.06 0.33 -1.19
O 0.94 1.06 -0.64
H -1.93 1.60 -0.07
H -0.92 2.59 0.96
H -1.54 1.21 1.73
H 0.28 -0.17 2.20
H 1.63 -0.30 1.04
H 0.11 -1.34 0.95
H 0.57 -1.98 -0.74
H -0.32 -1.93 -2.32
H 1.43 -1.40 -2.27
```

For the LUMO energy, the calculation gives 0.997 eV. The molar mass comes out at 87.1 g mol⁻¹. The relative energy (zero: lowest compared OMol25 entry of this formula, charge and spin) comes out at 551.9 kJ/mol. The frontier orbital gap is 0.35566 hartree. The value obtained for the max |F| is 7.4 eV Å⁻¹. As for the charge: 0.

Okay, here come the Löwdin numbers, in e, for every atom: number 1, C, carries -0.670; number 2, C, carries 0.001; number 3, C, carries -0.010; number 4, C, carries 0.084; number 5, N, carries 0.046; number 6, O, carries -0.006; number 7, H, carries 0.085; number 8, H, carries 0.070; number 9, H, carries 0.082; number 10, H, carries 0.064; number 11, H, carries 0.093; number 12, H, carries 0.067; number 13, H, carries -0.001; number 14, H, carries 0.032; number 15, H, carries 0.064



Entry 3:
Here is C4H9NO in the gas phase from the Open Molecules 2025 dataset. Energies are from the ωB97M-V functional and the def2-TZVPD basis.

XYZ file:
```
15
Properties=species:S:1:pos:R:3
C 1.88 0.36 -0.36
N 0.69 -0.30 0.14
C -0.23 0.52 0.93
C -1.42 0.01 0.09
O -2.30 -0.89 0.71
C -0.36 -0.61 -0.84
H 2.56 0.58 0.47
H 2.41 -0.30 -1.06
H 1.65 1.31 -0.88
H -0.05 1.60 0.83
H -0.26 0.27 2.00
H -2.04 0.79 -0.35
H -1.78 -1.56 1.16
H -0.51 -1.68 -1.03
H -0.24 -0.09 -1.81
```

For the LUMO energy, the calculation gives 1.076 eV. The molar mass comes out at 87.1 g mol⁻¹. The relative energy (zero: lowest compared OMol25 entry of this formula, charge and spin) comes out at 208.0 kJ/mol. The frontier orbital gap is 0.35960 hartree. As for the SMILES: CN1CC(O)C1. The value obtained for the max |F| is 0.3 eV Å⁻¹. As for the charge: 0.

Okay, here come the Löwdin numbers, in e, for every atom: number 1, C, carries -0.117; number 2, N, carries -0.205; number 3, C, carries -0.127; number 4, C, carries -0.339; number 5, O, carries -0.026; number 6, C, carries -0.126; number 7, H, carries 0.082; number 8, H, carries 0.082; number 9, H, carries 0.083; number 10, H, carries 0.114; number 11, H, carries 0.115; number 12, H, carries 0.140; number 13, H, carries 0.096; number 14, H, carries 0.115; number 15, H, carries 0.115



Entry 4:
Here is C4H9NO in the gas phase in a non-equilibrium geometry from the Open Molecules 2025 dataset. Energies are from the ωB97M-V functional and the def2-TZVPD basis.

XYZ file:
```
15
Properties=species:S:1:pos:R:3
C 0.66 1.86 0.08
C 0.73 0.37 0.32
O -0.05 0.26 1.60
C 0.09 -0.57 -0.67
C -0.46 -1.84 -0.17
N -1.35 -0.72 -0.48
H 0.17 1.86 1.11
H 1.62 2.41 0.03
H -0.01 2.19 -0.73
H 1.75 0.05 0.58
H -0.99 0.25 1.33
H 0.47 -0.56 -1.70
H -0.37 -2.05 0.90
H -0.46 -2.71 -0.82
H -1.83 -0.86 -1.36
```

For the LUMO energy, the calculation gives 1.029 eV. The molar mass comes out at 87.1 g mol⁻¹. The relative energy (zero: lowest compared OMol25 entry of this formula, charge and spin) comes out at 288.1 kJ/mol. The frontier orbital gap is 0.40124 hartree. As for the SMILES: C[C@@H](O)[C@H]1CN1. The value obtained for the max |F| is 3.1 eV Å⁻¹. As for the charge: 0.

Okay, here come the Löwdin numbers, in e, for every atom: number 1, C, carries -0.050; number 2, C, carries -0.345; number 3, O, carries -0.128; number 4, C, carries -0.283; number 5, C, carries -0.130; number 6, N, carries 0.013; number 7, H, carries 0.094; number 8, H, carries 0.073; number 9, H, carries 0.078; number 10, H, carries 0.143; number 11, H, carries 0.082; number 12, H, carries 0.145; number 13, H, carries 0.106; number 14, H, carries 0.104; number 15, H, carries 0.098



Entry 5:
Here is C4H9NO in the gas phase in a non-equilibrium geometry from the Open Molecules 2025 dataset. Energies are from the ωB97M-V functional and the def2-TZVPD basis.

XYZ file:
```
15
Properties=species:S:1:pos:R:3
H -2.05 0.96 1.25
N -1.18 0.87 0.74
C -1.08 -0.14 -0.05
C -2.15 -1.17 -0.34
O 0.03 -0.29 -0.69
C 1.11 0.92 -0.02
C 2.40 0.15 0.07
H -1.89 -2.11 0.15
H -2.20 -1.35 -1.41
H -3.13 -0.85 0.02
H 0.98 1.56 0.85
H 1.01 1.55 -0.90
H 2.35 -0.55 0.91
H 2.59 -0.41 -0.84
H 3.22 0.85 0.25
```

For the LUMO energy, the calculation gives 1.099 eV. The molar mass comes out at 87.1 g mol⁻¹. The relative energy (zero: lowest compared OMol25 entry of this formula, charge and spin) comes out at 231.0 kJ/mol. The frontier orbital gap is 0.38670 hartree. As for the SMILES: [H]/N=C(\C)OCC. The value obtained for the max |F| is 3.4 eV Å⁻¹. As for the charge: 0.

Okay, here come the Löwdin numbers, in e, for every atom: number 1, H, carries 0.051; number 2, N, carries 0.101; number 3, C, carries -0.593; number 4, C, carries -0.009; number 5, O, carries -0.024; number 6, C, carries -0.079; number 7, C, carries -0.104; number 8, H, carries 0.082; number 9, H, carries 0.079; number 10, H, carries 0.074; number 11, H, carries 0.088; number 12, H, carries 0.103; number 13, H, carries 0.079; number 14, H, carries 0.072; number 15, H, carries 0.082



Entry 6:
Here is a molecular structure, C4H9NO in a non-equilibrium geometry from the Open Molecules 2025 dataset. Energies are from the ωB97M-V functional and the def2-TZVPD basis.

XYZ file:
```
15
Properties=species:S:1:pos:R:3
C 0.33 -0.14 -0.51
C -1.40 0.94 1.64
C -0.11 -1.33 -1.66
C 0.02 0.71 1.32
N 1.71 -0.26 -0.62
O 1.01 1.24 1.76
H 0.08 0.69 -1.08
H -1.76 1.81 0.91
H -2.13 0.19 1.48
H -1.39 1.18 2.71
H 0.70 -1.05 -2.49
H 0.01 -2.21 -1.21
H -1.17 -1.24 -1.86
H 2.12 0.58 -0.25
H 1.95 -1.10 -0.15
```

For the LUMO energy (alpha / beta), the calculation gives 0.974 / -1.738 eV. The molar mass comes out at 87.1 g mol⁻¹. The relative energy (zero: lowest compared OMol25 entry of this formula, charge and spin) comes out at 158.3 kJ/mol. The frontier orbital gap (alpha / beta) is 0.22405 / 0.31779 hartree. The spin multiplicity is 3. The value obtained for the max |F| is 5.3 eV Å⁻¹. As for the charge: 0.

Okay, here come the Löwdin numbers, in e, for every atom: number 1, C, carries -0.204; number 2, C, carries -0.092; number 3, C, carries -0.016; number 4, C, carries -0.404; number 5, N, carries 0.035; number 6, O, carries 0.015; number 7, H, carries 0.072; number 8, H, carries 0.110; number 9, H, carries 0.047; number 10, H, carries 0.090; number 11, H, carries 0.123; number 12, H, carries -0.011; number 13, H, carries 0.051; number 14, H, carries 0.085; number 15, H, carries 0.098



Q: relative energy (zero: lowest compared OMol25 entry of this formula, charge and spin) of number 4 (C4H9NO)?
A: 288.1 kJ/mol



Q: max |F| of number 2 (C4H9NO)?
A: 7.4 eV Å⁻¹